Record 1
85
Properties=species:S:1:pos:R:3 method="wB97M-V/def2-TZVPD" total_charge=+1 gap_ev=8.460 lumo_ha=-0.111 e_above_lowest_kj_mol=60.3
Ba -1.7267 -0.5335 1.2881
C 2.9293 -0.4252 1.5649
P 1.6022 -0.8612 0.3947
C 2.1032 -2.6196 0.0513
N 3.3798 -2.7757 -0.1773
C 3.8532 -4.0296 -0.3710
C 5.2331 -4.2265 -0.6446
C 5.7071 -5.4883 -0.8254
C 4.8364 -6.6115 -0.7344
C 3.5132 -6.4455 -0.4655
C 2.9952 -5.1370 -0.2823
N 1.6781 -4.9681 -0.0106
C 1.2169 -3.7518 0.1277
P -0.6034 -3.6811 0.5542
C -0.6279 -4.8977 1.9083
C -1.4325 -4.5000 -0.8708
C -2.8985 -4.6961 -0.4720
C -1.3557 -3.5266 -2.0457
C -0.8515 -5.8478 -1.2920
C 1.9972 0.0400 -1.1643
C 3.3876 -0.2196 -1.7350
C 0.9334 -0.3586 -2.1843
C 1.8507 1.5340 -0.8615
H 3.9082 -0.7246 1.1897
H 2.7570 -0.9319 2.5150
H 2.9274 0.6483 1.7543
H 5.8678 -3.3532 -0.7002
H 6.7540 -5.6504 -1.0367
H 5.2410 -7.6025 -0.8795
H 2.8295 -7.2785 -0.3860
H -0.1354 -5.8269 1.6181
H -1.6549 -5.1086 2.2036
H -0.1061 -4.4899 2.7753
H -3.3701 -3.7818 -0.1105
H -3.0126 -5.4636 0.2930
H -3.4534 -5.0311 -1.3499
H -1.8453 -2.5701 -1.8323
H -1.8641 -3.9593 -2.9095
H -0.3235 -3.3301 -2.3444
H -0.8688 -6.5773 -0.4850
H 0.1724 -5.7726 -1.6530
H -1.4683 -6.2409 -2.1015
H 3.5260 -1.2549 -2.0408
H 4.1744 0.0245 -1.0247
H 3.5271 0.4138 -2.6120
H 0.9731 -1.4189 -2.4361
H 1.0772 0.2027 -3.1098
H -0.0836 -0.1364 -1.8376
H 2.6375 1.9011 -0.2028
H 0.8929 1.7796 -0.4055
H 1.9286 2.0874 -1.7983
O -5.7510 -0.6939 0.3718
Cl -4.4069 -0.5888 0.7339
O -4.0911 0.6130 1.5450
O -3.5019 -0.5319 -0.4546
O -3.9250 -1.7604 1.5281
C -3.7767 8.2029 2.5129
C -3.3116 7.8569 1.1076
S -2.2856 6.4167 1.1386
O -1.1213 6.6906 1.9495
O -3.1133 5.2730 1.4311
C -1.6835 6.2108 -0.5369
C -0.4292 5.3315 -0.5436
N -0.5302 4.1837 0.3520
C -1.3444 3.1073 0.1882
N -1.2559 2.2641 1.1933
C -0.3624 2.8148 2.0828
C 0.0948 3.9828 1.5634
N 1.1202 4.8266 2.1393
O 1.7538 5.5536 1.3956
O 1.3385 4.6620 3.3181
C -2.2606 2.9461 -0.9609
H -4.4696 9.0397 2.4492
H -2.9381 8.4911 3.1414
H -4.2919 7.3637 2.9740
H -2.7226 8.6643 0.6743
H -4.1523 7.6313 0.4526
H -1.4145 7.1891 -0.9332
H -2.4919 5.8071 -1.1421
H 0.4341 5.9039 -0.2222
H -0.2343 4.9628 -1.5533
H -0.0782 2.3734 3.0206
H -1.7782 3.1951 -1.9068
H -3.1409 3.5760 -0.8334
H -2.6074 1.9144 -1.0214

=====

Record 2
20
Properties=species:S:1:pos:R:3 method="wB97M-V/def2-TZVPD" gap_ev=9.146 lumo_ha=0.031 e_above_lowest_kj_mol=369.8
C -0.0951 -1.3105 1.3581
C 0.1904 -0.3411 0.2858
C 0.1959 -0.2820 -0.9846
C -0.2101 -1.9583 -1.6756
O -1.4509 -2.4819 -1.2704
C 0.4661 1.3782 0.9597
C 0.8008 2.4884 -0.0120
O -0.6637 1.6710 1.7448
H 0.8387 -1.7198 1.7519
H -0.7152 -2.1258 0.9881
H -0.6165 -0.8025 2.1724
H 0.4751 0.4198 -1.7442
H -0.1630 -1.8141 -2.7590
H 0.5570 -2.6647 -1.3642
H -2.1424 -1.8545 -1.5115
H 1.2809 1.2070 1.6660
H 1.7246 2.2676 -0.5418
H -0.0012 2.6339 -0.7384
H 0.9334 3.4361 0.5176
H -1.4047 1.8533 1.1572

=====

Record 3
37
Properties=species:S:1:pos:R:3 method="wB97M-V/def2-TZVPD" total_charge=-1 gap_ev="6.131 / 6.027" lumo_ha="0.068 / 0.061" multiplicity=6
Ru -1.1702 0.5264 0.5240
Cl -0.4870 6.9186 -0.4573
C -0.1053 5.2263 -0.4024
C 1.1565 4.8064 -0.0039
Cl 2.3672 5.9683 0.4454
C 1.4429 3.4393 0.0376
Cl 2.9997 2.8669 0.5563
C 0.5035 2.4714 -0.3275
O 0.7380 1.1759 -0.3111
C -0.8056 2.9055 -0.7178
O -1.6944 1.9795 -0.9935
C -1.0714 4.2775 -0.7454
Cl -2.6704 4.7592 -1.2114
C -5.5649 0.9099 0.4707
C -4.1951 0.3091 0.7291
S -3.1679 1.2150 1.8090
C -3.8224 -0.8710 0.1640
C -4.7477 -1.6780 -0.7165
S -2.2536 -1.6167 0.4161
H -5.5679 1.9601 0.7559
H -6.3362 0.3979 1.0553
H -5.8439 0.8496 -0.5819
H -5.7136 -1.1992 -0.8562
H -4.9173 -2.6634 -0.2729
H -4.2962 -1.8430 -1.6969
N 1.7327 -3.1467 4.8346
C 1.2826 -2.1372 4.5219
C 0.7192 -0.8567 4.1579
C 0.2873 0.0275 5.1339
C -0.2160 1.2498 4.7443
C -0.2975 1.5333 3.3914
N 0.0929 0.6779 2.4467
C 0.6054 -0.4911 2.8232
H 0.3531 -0.2482 6.1782
H -0.5558 1.9739 5.4708
H -0.6923 2.4758 3.0327
H 0.9418 -1.1501 2.0323

=====

Record 4
14
Properties=species:S:1:pos:R:3 method="wB97M-V/def2-TZVPD" gap_ev="7.338 / 5.317" lumo_ha="-0.004 / -0.043" e_above_lowest_kj_mol=722.4
C -0.5143 0.3053 -0.8180
C -1.4395 0.2344 0.3120
N 0.5534 -0.6782 -0.8463
N 0.8617 -1.1009 0.3740
O 1.7268 0.1272 -1.5629
O -0.0517 0.8981 1.7801
H 1.9858 -0.5191 -2.2310
H -0.3189 0.7465 2.6973
H 1.6178 -1.7771 0.3018
H 0.5528 0.0515 1.4576
H -0.0583 1.2982 -0.8665
H -1.1049 0.2091 -1.7440
H -2.2970 0.8984 0.2875
H -1.5137 -0.6934 0.8584

=====

Record 5
18
Properties=species:S:1:pos:R:3 method="wB97M-V/def2-TZVPD" total_charge=+1 gap_ev=5.548 lumo_ha=-0.282 e_above_lowest_kj_mol=390.7
C -1.3960 1.0640 1.1172
C -1.1892 -0.2288 0.3830
C -0.0397 -0.9874 0.7026
C -0.0190 -2.3239 0.4479
N 2.3510 1.0410 -0.2323
H -1.7278 1.9353 0.5383
H -2.1063 1.0200 1.9589
H -2.0036 -0.9472 0.2512
H -0.5102 1.4795 1.6460
H 0.8079 -0.5345 1.2088
H 0.8542 -2.8766 0.8068
H -0.8045 -2.8314 -0.1088
H 3.2341 1.5236 -0.2549
H 1.6521 1.4187 -0.8583
H 2.4742 0.0672 -0.4753
H -0.7152 0.4215 -3.1638
H -0.5987 0.1150 -1.6244
O -0.2634 0.6442 -2.3431

=====

Record 6
9
Properties=species:S:1:pos:R:3 method="wB97M-V/def2-TZVPD" gap_ev=12.477 lumo_ha=0.031 smiles="N=C(F)F.O=CF" e_above_lowest_kj_mol=137.6
N 1.7488 -0.0533 0.3236
C 1.1915 0.8406 -0.3096
F 1.0177 0.8871 -1.6489
F 0.6301 1.8668 0.2317
H 2.3936 -0.7526 -0.2165
O -2.8551 1.2983 1.3339
C -1.9746 0.6310 1.0384
F -1.5889 0.4576 -0.2528
H -1.1703 0.1433 1.7407

=====

no.,calculated total energy (eV)
1,-94074.1224
2,-10508.4742
3,-98172.3650
4,-9272.4235
5,-7870.2420
6,-13795.6736